No. 1
The molecule C4H5F in a non-equilibrium geometry. Source: the Open Molecules 2025 dataset; level of theory: ωB97M-V/def2-TZVPD.

- Energy above the lowest of the compared OMol25 structures with the same formula, charge and spin: 1.2976 eV
- Net charge: 0
- Structure (SMILES): C#C[C@@H](C)F
- Gap between HOMO and LUMO: 11.526 eV

Geometry as XYZ:
```
10
C4H5F (ωB97M-V/def2-TZVPD)
C 2.03 0.89 0.59
C 1.11 0.38 0.04
C 0.08 -0.42 -0.59
C -1.21 -0.37 0.24
F -0.21 0.23 -1.75
H 2.82 1.56 0.92
H 0.33 -1.51 -0.85
H -1.20 -0.51 1.36
H -2.08 -0.86 -0.17
H -1.65 0.61 0.21
```

=====

No. 2
A cluster of 2 separate species, C9H16N3O in total in a non-equilibrium geometry. Source: the Open Molecules 2025 dataset; level of theory: ωB97M-V/def2-TZVPD.

- Energy above the lowest of the compared OMol25 structures with the same formula, charge and spin: 1.3148 eV
- Net charge: +1
- Gap between HOMO and LUMO: 9.021 eV

Geometry as XYZ:
```
29
C9H16N3O (ωB97M-V/def2-TZVPD)
C -1.67 0.73 1.85
C 0.73 0.46 2.37
N -0.30 0.24 1.59
N 0.61 1.06 3.60
N 1.90 -0.08 2.10
H -0.30 -0.16 0.65
H 0.21 1.99 3.64
H 0.34 0.54 4.42
H 2.23 -0.54 1.27
H 2.63 0.22 2.74
H -1.79 1.27 2.78
H -2.36 -0.10 1.80
H -1.86 1.54 1.14
C -1.11 -3.03 -1.64
C 0.58 -1.32 -0.99
C -0.66 -1.62 -1.57
C 1.07 -0.02 -1.01
C -1.35 -0.58 -2.20
C 0.40 0.96 -1.74
C -0.91 0.73 -2.17
O 0.84 2.24 -1.52
H 1.11 -2.10 -0.45
H 2.11 0.15 -0.74
H -0.63 -3.63 -0.86
H -1.14 -3.53 -2.61
H -2.32 -0.83 -2.61
H -1.55 1.60 -2.29
H 0.83 2.85 -2.27
H -2.15 -3.26 -1.36
```

=====

No. 3
A cluster of 6 separate species, H12O6 in total in a non-equilibrium geometry. Source: the Open Molecules 2025 dataset; level of theory: ωB97M-V/def2-TZVPD.

- Energy above the lowest of the compared OMol25 structures with the same formula, charge and spin: 2.5842 eV
- Net charge: 0
- Structure (SMILES): O.O.O.O.O.O
- Gap between HOMO and LUMO: 10.875 eV

Geometry as XYZ:
```
18
H12O6 (ωB97M-V/def2-TZVPD)
O -2.47 0.85 1.56
H -2.42 -0.06 1.69
H -1.46 0.91 1.50
O -0.52 -1.65 -1.90
H -0.26 -2.36 -1.11
H -0.81 -2.15 -2.63
O -1.02 0.81 -1.75
H -1.37 -0.03 -1.58
H -0.27 0.61 -2.36
O 0.59 -1.46 0.87
H -0.17 -0.91 1.34
H 1.27 -1.02 1.40
O 3.41 -0.33 1.18
H 4.22 0.04 0.82
H 2.91 0.42 1.23
O -0.22 2.20 0.22
H -0.31 1.61 -0.60
H -1.10 2.51 0.13
```

=====

No. 4
A cluster of 4 separate species, C5H18NO4 in total in a non-equilibrium geometry. Source: the Open Molecules 2025 dataset; level of theory: ωB97M-V/def2-TZVPD.

- Energy above the lowest of the compared OMol25 structures with the same formula, charge and spin: 0.0936 eV
- Net charge: +1
- Gap between HOMO and LUMO: 10.772 eV

Geometry as XYZ:
```
28
C5H18NO4 (ωB97M-V/def2-TZVPD)
O 0.17 1.89 2.02
C 0.16 0.73 1.69
C 0.50 0.34 0.25
C -0.66 0.75 -0.70
C -0.20 0.72 -2.15
C -1.90 -0.11 -0.48
N 0.81 -1.13 0.14
H -0.20 -0.02 2.33
H 1.41 0.85 -0.05
H -0.92 1.85 -0.46
H -1.05 1.11 -2.78
H 0.05 -0.27 -2.53
H 0.62 1.40 -2.28
H -2.15 -0.23 0.52
H -1.75 -1.10 -0.83
H -2.78 0.32 -0.99
H 1.76 -1.37 0.48
H 0.14 -1.67 0.70
H 0.74 -1.46 -0.83
H 1.25 -3.13 -2.60
H -0.22 -2.70 -2.79
O 0.54 -2.70 -2.14
H 1.77 3.88 -0.28
H 1.00 3.04 0.74
O 1.44 2.98 -0.10
H -1.76 -2.77 1.74
H -0.65 -2.80 2.87
O -0.93 -2.36 2.01
```